Entry from the OMol25 dataset: C14H13ClF6OPb as an isolated structure at a distorted geometry (wB97M-V/def2-TZVPD).

Summary:
Max |F|   0.0434 Eh/bohr
Orbital gap   5.9 eV
Energy relative to the best compared isomer or geometry (same formula, charge and spin)   162.4 kJ/mol
HOMO level   -8.701 eV
E_LUMO   -2.84 eV
Calculated total energy   -1868.596495 Eh

Element x y z (Å)
C: -0.2260 0.9321 1.9584
C: -1.8010 0.5112 -1.8559
Cl: 0.2416 -2.7615 0.7477
C: -0.5125 2.4173 2.3607
Pb: 0.0887 -0.7046 -0.5815
C: 2.2906 -1.5924 -1.5352
H: -2.4595 -2.4114 -0.1922
H: -0.8484 -0.2759 -3.7819
O: -0.1584 1.0424 0.5939
H: -1.1327 -0.9961 2.1481
C: -1.2743 0.0218 2.5225
F: 0.4191 3.3039 1.9091
F: 1.2675 0.7768 3.8669
C: 1.7303 -0.9890 -2.7194
C: 2.5123 -0.5287 -0.5569
H: 2.8666 -0.6671 0.4865
F: -0.6045 2.5694 3.7040
C: -2.3255 -0.1797 -0.6954
H: 2.1359 1.7268 -0.6769
H: 2.4147 -2.6853 -1.3357
H: -1.6888 1.6227 -1.9468
H: 1.3756 -1.5498 -3.6211
H: -2.7252 0.2913 0.2281
C: 2.1165 0.7279 -1.1744
F: 1.5338 -0.7168 2.3082
F: -1.7056 2.8113 1.8301
C: -1.5733 -1.7946 -2.2264
H: -1.1610 0.0472 3.6052
F: 2.2257 1.3055 1.9670
C: -1.3420 -0.4845 -2.7993
H: -2.2562 0.3987 2.2330
C: 1.6370 0.4395 -2.5020
H: 1.2008 1.1911 -3.2082
C: 1.2020 0.5921 2.5240
C: -2.1979 -1.6114 -0.9238
H: -1.2659 -2.7800 -2.6604

Atoms 1-6, force components in eV/Å:
C 1.5 1.7 -0.1
C 0.0 -0.1 0.0
Cl -0.1 -0.6 0.2
C -0.4 0.9 0.3
Pb 0.4 -0.3 0.4
C -0.6 0.1 -0.7

Results of the natural (NBO) charge analysis, in e, for atoms 1 through 8: 0.1137 -0.3515 -0.4446 0.9694 1.8550 -0.3227 0.2668 0.2486

Entry from the OMol25 dataset: a 2-piece molecular cluster, C14H13FNO5 overall at a distorted geometry (wB97M-V/def2-TZVPD).

Summary:
Max |F|   0.1019 Eh/bohr
Orbital gap   1.8 eV
HOMO level   -2.252 eV
E_LUMO   -0.43 eV
Calculated total energy   -1071.767997 Eh
Total charge   -1

Element x y z (Å)
C: 0.2928 2.3593 -1.5571
C: 1.2470 -2.5463 3.5788
C: 0.3806 -1.0368 -2.1308
O: -1.4150 -5.1534 1.8261
H: -0.1735 -0.4007 -2.9026
C: 1.1529 -0.1102 -1.0315
C: 0.7537 -3.7386 4.2890
H: -1.3187 4.6242 -4.4653
H: 2.0925 -0.6396 -0.6119
H: -0.7077 -3.0142 0.7982
N: -1.3235 4.1328 -2.6005
C: -1.6849 3.4434 -0.0558
H: 1.1602 -1.7347 -2.5867
H: 1.7807 1.1829 -2.7367
C: 0.6455 -2.2210 2.2114
H: 2.4816 1.7995 -1.1464
O: -1.7490 4.9113 -3.6258
O: 2.1166 -1.8687 4.1259
O: -0.5593 -5.6895 4.4576
C: -0.1665 3.2265 -2.7491
H: 1.1857 -3.8526 5.2775
F: -0.6029 -1.8356 -1.4027
H: 0.4248 -0.0666 -0.1317
C: 1.5394 1.3380 -1.6117
C: -0.6607 -4.4018 2.4372
H: -0.1438 1.8445 0.7043
C: -0.1409 -4.6718 3.8489
C: -0.4602 2.4846 -0.1957
O: 1.0071 -1.1563 1.6342
H: -2.2621 3.5347 0.9297
C: -0.2373 -3.1579 1.7646
H: 0.3837 3.1869 -3.7615
C: -2.0757 4.2522 -1.3461
H: -2.9630 4.9753 -1.2339

Atoms 1-6, force components in eV/Å:
C -2.1 2.1 0.3
C -0.2 -1.4 1.4
C 0.6 0.3 1.6
O 0.1 -0.2 0.6
H 0.7 -1.0 1.0
C -0.6 -0.3 0.3

Results of the natural (NBO) charge analysis, in e, for atoms 1 through 8: 0.0295 0.4333 0.0418 -0.5956 0.1527 -0.4708 -0.4556 0.4875

Entry from the OMol25 dataset: C14H13FeNO6 as an isolated structure at a distorted geometry (wB97M-V/def2-TZVPD).

Summary:
Max |F|   0.1053 Eh/bohr
Orbital gap (alpha / beta)   6.0 / 5.9 eV
HOMO level (alpha / beta)   -5.621 / -8.685 eV
E_LUMO (alpha / beta)   0.41 / -2.80 eV
Calculated total energy   -2310.911739 Eh
Multiplicity   5

Element x y z (Å)
C: -0.1155 -3.4562 3.1509
O: -1.8233 1.8770 -1.7181
O: -1.9929 -0.9151 1.4762
C: -2.9650 1.3001 -1.0232
H: 2.1007 0.1949 -3.3049
C: 0.2977 1.1810 -2.6778
H: -3.5423 2.1730 -0.6993
H: -0.3888 1.3146 0.6211
C: -1.1606 -1.7269 1.8694
C: -1.4212 -2.7267 2.9895
C: 0.3929 -0.4876 -0.4257
O: 2.9339 2.0981 1.0917
C: 0.0557 0.9779 -0.3261
H: -0.2553 -4.5327 3.0116
C: 2.2579 2.1433 0.1501
N: 0.1218 -1.8855 1.4109
H: 1.7764 -1.7231 -1.6237
C: 0.8040 -2.8854 2.0684
C: 0.5527 3.8410 -0.8379
Fe: 1.2578 2.2949 -1.2606
C: 1.3058 -0.7534 -1.5174
O: 1.9408 -3.2516 1.8388
H: -2.6866 0.6503 -0.1677
H: -1.6621 -2.1736 3.9015
C: 1.3425 0.2143 -2.5179
C: 2.5826 2.8351 -2.3090
H: -3.5321 0.7410 -1.7813
H: 0.3299 -3.2303 4.1274
O: 0.4674 4.9038 -0.3773
C: -0.5912 1.3342 -1.5808
O: 3.5520 3.3981 -2.6017
H: -0.5399 -1.0463 -0.6422
H: 0.0971 1.6927 -3.6134
H: -2.2193 -3.4265 2.7181
H: 0.7269 -0.9445 0.5804

Atoms 1-6, force components in eV/Å:
C 0.4 -0.2 0.1
O 0.5 0.3 0.0
O 1.1 -0.8 0.2
C 0.4 0.2 0.0
H -0.3 -0.4 0.2
C -2.1 -1.2 -0.2

Results of the Mulliken charge analysis, in e, for atoms 1 through 8: -0.3442 -0.4242 -0.5878 -0.4685 0.5413 -0.6563 0.2766 0.7612

Entry from the OMol25 dataset: C14H13HgN3O6 as an isolated structure at a distorted geometry (wB97M-V/def2-TZVPD).

Summary:
Max |F|   0.0622 Eh/bohr
Orbital gap (alpha / beta)   4.2 / 5.1 eV
Energy relative to the best compared isomer or geometry (same formula, charge and spin)   0.0 kJ/mol
HOMO level (alpha / beta)   0.359 / -0.392 eV
E_LUMO (alpha / beta)   4.61 / 4.74 eV
Calculated total energy   -1310.136510 Eh
Total charge   -2

Element x y z (Å)
H: -3.2626 -7.0638 3.1153
N: -0.9100 -6.5804 4.3762
C: -1.0044 -2.3086 1.7441
H: -3.2949 -3.4109 0.8285
N: -4.6563 -5.6652 1.3229
Hg: -0.7628 0.3264 0.5410
H: -2.0127 2.6213 0.8296
C: -0.8533 2.8619 -1.1032
H: -0.0864 -4.1674 3.5968
O: 0.1803 -6.1841 4.8438
O: -5.1512 -6.7594 1.6750
C: -1.0089 -4.4797 3.1207
O: -0.1603 -1.6991 2.4391
C: -1.6213 -3.6326 2.1840
C: 2.3193 -0.1365 0.9897
C: -2.8148 -4.0431 1.5681
H: 3.9611 -1.6675 1.7501
H: -2.2395 0.4757 -3.0034
C: -0.9856 2.2026 -2.3309
H: -3.2215 0.5415 -0.4820
C: 3.5796 -1.1332 0.8494
C: -2.3849 1.1223 -0.8578
C: -2.7919 -6.1231 2.8430
H: 4.3063 -0.8085 0.1073
O: -1.5032 -1.8971 0.6236
N: 2.3191 -1.3632 0.2648
H: 2.3713 0.7655 0.3181
C: -3.4048 -5.2803 1.9047
C: -1.5835 -5.7293 3.4385
O: -1.4377 -7.6699 4.6812
C: -1.9129 1.1529 -2.2091
H: -0.2526 3.7607 -0.9058
H: -0.4901 2.4975 -3.2665
H: 2.3791 -0.9439 -0.6981
C: -1.7158 2.2302 -0.1472
O: -5.1972 -4.8958 0.5020
H: 1.7762 -0.1514 1.9557

Atoms 1-6, force components in eV/Å:
H 0.3 0.2 0.0
N -1.3 1.7 -1.9
C -0.3 0.5 -0.3
H 0.2 -0.1 0.2
N -1.3 -0.5 -0.5
Hg 1.8 -1.6 1.1

Results of the natural (NBO) charge analysis, in e, for atoms 1 through 8: 0.2559 0.3962 0.7615 0.2452 0.5145 0.7954 0.2266 -0.3408